Record 1
87
Properties=species:S:1:pos:R:3:forces:R:3 method="wB97M-V/def2-TZVPD" multiplicity=3 homo_lumo_gap_ev="5.97 / 5.85" lumo_energy_ev="2.05 / 1.88" total_charge=-1 e_homo_ha="-0.144 / -0.146"
Pt 0.37957 -0.09747 0.03124 -0.847 -0.504 -0.421
Se -1.39689 5.63691 -1.36758 0.197 -0.220 0.019
S 0.12833 -0.95239 3.73617 -0.062 0.339 0.804
Si 0.31624 4.24737 -1.45415 -0.610 0.578 0.053
F 1.62432 -4.60342 0.26813 -0.074 0.094 0.022
F 0.12622 -2.97737 -2.38280 -0.053 -0.032 0.083
F -0.91636 -5.38278 0.85813 -0.001 0.131 -0.027
F -2.49984 -3.92275 0.67585 0.102 0.010 0.040
F -1.00488 -3.69831 2.21034 -0.030 0.002 -0.135
F 1.94926 -2.59182 -0.44984 -0.098 -0.070 0.013
F -0.04016 -5.01159 -1.67605 -0.055 0.115 0.046
F -1.80484 -3.78071 -1.84952 0.094 0.046 0.024
F 1.39970 -2.93051 1.60529 -0.071 0.072 -0.084
O 0.03888 0.05222 2.65207 -0.035 0.087 0.154
O -0.78085 -1.92317 -0.00420 0.392 0.601 0.134
N 0.81754 1.90096 0.23676 0.429 -0.035 0.786
N -1.73705 1.06126 0.00500 0.675 -0.539 -0.127
C 0.24114 3.93951 -5.60410 0.082 -0.034 -0.069
C -1.41742 2.50102 0.15323 0.122 0.078 0.031
C 2.01181 5.16938 0.63678 0.018 -0.042 -0.039
C -3.78851 0.56384 -1.36784 0.053 0.217 0.145
C -1.75248 0.66749 4.98690 0.082 0.110 -0.060
C 1.77284 -0.96021 6.00549 -0.039 -0.068 -0.034
C -2.91115 0.88123 5.71423 0.025 0.030 0.018
C -4.43888 1.56830 -0.41915 -0.090 -0.080 0.026
C 3.39953 0.75868 6.43266 -0.007 0.079 -0.020
C 0.75318 2.67658 -5.87108 0.038 -0.004 0.010
C 0.56465 3.59857 -3.22522 0.096 -0.020 0.211
C 1.96823 0.92427 4.51044 -0.074 0.014 -0.156
C -3.60199 -0.19512 6.25897 0.012 -0.059 0.010
C 2.79052 -0.43803 6.78812 -0.029 -0.027 0.057
C -0.34173 -3.18016 -0.04522 0.280 -0.555 -0.145
C 1.16174 1.86910 -4.82037 0.039 -0.071 -0.031
C 1.36974 -0.26962 4.87296 0.067 -0.097 -0.176
C 3.04411 5.89727 1.20758 -0.009 -0.015 0.078
C 1.16993 -3.34015 0.34763 0.180 0.022 0.105
C 2.98597 1.44242 5.29793 0.025 -0.030 0.127
C 0.15610 4.39450 -4.29625 0.041 0.091 -0.128
C -2.25576 0.69233 -1.33589 -0.269 -0.037 -0.212
C 3.76295 6.57557 -0.97543 0.097 0.023 -0.070
C -0.00929 2.76462 -0.30842 -0.353 0.195 -0.533
C -3.97190 1.31847 1.02944 0.127 -0.064 -0.162
C 1.05011 2.32195 -3.51258 0.050 0.062 0.020
C 2.72738 5.84417 -1.54054 -0.005 -0.088 -0.024
C 1.98230 1.31819 -0.12578 0.215 0.555 -0.092
C -3.13345 -1.48866 6.08082 -0.039 0.046 0.102
C -2.63151 0.56547 1.05216 -0.254 0.131 0.100
C -1.19367 -4.06637 0.92937 -0.161 0.065 0.119
C -1.97469 -1.70754 5.34937 0.126 -0.027 -0.102
C -0.50891 -3.76009 -1.50196 -0.077 0.093 -0.165
C 1.84320 5.11545 -0.74748 0.015 -0.244 -0.142
C -1.29253 -0.62732 4.81259 -0.004 -0.337 -0.129
C 3.93606 6.59175 0.40089 -0.075 0.040 0.033
H 4.20020 1.15785 7.04208 -0.003 -0.002 0.005
H 3.11405 -0.96464 7.67690 -0.006 -0.023 -0.012
H -4.70771 0.72605 1.57919 -0.009 0.021 0.018
H 1.63538 1.41999 3.60536 0.016 -0.002 -0.004
H 1.57444 0.88642 -5.01705 -0.073 -0.030 0.005
H -2.77337 -0.50231 0.87478 0.039 0.003 0.043
H -4.51283 -0.02316 6.81786 -0.001 0.000 0.004
H -2.13933 0.68114 2.01541 0.051 -0.047 -0.031
H -0.08736 4.56679 -6.42463 -0.013 0.040 0.032
H 3.45769 2.37698 5.02379 0.004 -0.005 -0.025
H -5.52668 1.49269 -0.47891 0.003 0.038 -0.024
H 2.66665 1.12900 0.69852 -0.060 -0.155 -0.015
H -1.20878 1.49178 4.53974 -0.026 0.000 -0.029
H 1.33648 1.65957 -2.70495 -0.016 -0.044 -0.032
H -4.07735 -0.44812 -1.07160 -0.008 -0.026 -0.062
H -4.13718 0.72194 -2.38947 0.012 -0.064 -0.016
H -2.11150 3.14358 -0.38845 -0.044 -0.009 0.009
H -1.92130 1.45144 -2.04586 0.064 0.009 0.046
H -0.24971 5.37887 -4.09210 -0.062 -0.031 0.041
H -1.82044 -0.26463 -1.62592 0.046 0.066 -0.023
H -3.67461 -2.32559 6.50281 -0.003 -0.007 -0.021
H 1.29960 -1.89986 6.26725 0.015 -0.007 0.023
H 4.43630 7.13774 -1.61234 0.013 -0.011 0.004
H -1.60388 -2.71033 5.17104 -0.065 -0.025 0.002
H 2.59100 5.84539 -2.61712 0.059 0.005 -0.009
H 0.83471 2.32281 -6.89214 -0.018 0.001 -0.002
H -1.48343 2.76330 1.21525 -0.048 -0.116 0.013
H 1.30412 4.64518 1.27085 0.049 -0.007 0.044
H 4.74540 7.15660 0.84773 0.004 0.018 -0.024
H -3.27896 1.88906 5.85634 -0.006 0.004 -0.019
H -4.17788 2.58070 -0.73483 -0.001 0.003 0.018
H 3.14182 5.93497 2.28668 0.048 -0.016 -0.002
H -3.86263 2.27310 1.54745 -0.059 -0.024 0.061
H 2.47104 1.59496 -1.06060 -0.158 -0.185 -0.107

=====

Record 2
81
Properties=species:S:1:pos:R:3:forces:R:3 method="wB97M-V/def2-TZVPD" multiplicity=3 homo_lumo_gap_ev="6.53 / 6.54" lumo_energy_ev="-3.15 / -3.51" total_charge=+1 e_homo_ha="-0.356 / -0.369"
W 0.00807 0.06899 1.47673 -1.007 -0.956 0.374
Se 1.93292 -0.85678 0.13186 0.394 0.068 0.129
S -0.07468 -1.50972 3.26023 0.196 0.076 0.034
S 3.48419 1.16479 4.59119 -0.006 0.001 0.018
N -4.00061 -0.14019 3.22972 -0.087 -0.019 -0.036
N 1.54760 0.74842 2.65540 0.100 0.141 -0.312
N -2.45541 0.15590 1.66346 0.284 -0.156 -0.149
N 1.10061 3.39258 0.71894 0.142 0.089 0.140
N -0.75299 1.54718 3.17697 0.082 -0.015 -0.306
N -0.50581 1.98318 0.09161 0.357 -0.002 0.225
N -0.89672 -1.80167 0.40839 0.146 0.061 0.058
C 3.63036 0.24994 -3.51794 -0.021 -0.083 -0.088
C 1.91297 3.58909 -2.87782 -0.124 -0.050 -0.024
C 2.90683 0.15993 -1.22511 0.035 0.111 0.150
C -1.17190 -2.90932 1.18816 -0.041 0.026 -0.045
C 0.84678 2.77305 -3.29905 0.109 0.074 0.031
C -0.01368 2.18245 -2.40079 -0.005 -0.037 -0.040
C -5.66320 -1.50178 1.89949 -0.014 -0.034 -0.037
C 2.11567 3.86536 -1.54527 -0.073 0.033 0.045
C 4.61645 1.70895 -1.93425 -0.060 -0.064 -0.003
C 3.83358 1.17896 -0.91735 -0.096 -0.147 -0.269
C 5.38862 1.85959 -4.32795 -0.012 -0.025 0.048
C 4.52131 1.27077 -3.24783 0.061 0.034 -0.046
C -0.94666 -2.85799 2.58240 0.024 0.069 -0.048
C 2.37417 0.89803 3.48876 0.110 0.089 -0.061
C -2.82463 0.41240 2.89499 -0.137 0.029 0.058
C 0.20911 2.40949 -1.04126 0.009 -0.139 -0.001
C -1.09436 -1.88999 -0.89941 -0.012 -0.083 0.002
C 4.05650 1.70849 0.46214 0.304 -0.052 0.002
C -1.68603 -4.10051 0.63336 0.012 -0.007 0.044
C 0.06917 2.62108 1.11114 -0.278 0.851 -0.210
C -2.04228 -5.18167 1.47132 -0.002 0.020 -0.082
C -1.80592 -4.17574 -0.76752 -0.050 -0.091 -0.024
C 1.23220 3.27097 -0.64985 0.035 0.083 -0.076
C -2.05507 1.30351 3.79356 0.043 0.021 0.008
C -0.97007 -0.66949 -1.73978 0.183 0.019 0.037
C -3.52652 -0.58467 1.11685 0.030 0.097 -0.096
C -1.31189 -3.91869 3.37396 -0.048 -0.102 0.031
C -5.88722 -1.96751 0.61936 0.064 0.043 0.013
C -4.48247 -0.80269 2.10660 -0.018 0.067 0.171
C 2.83928 -0.33658 -2.53139 -0.015 -0.094 -0.061
C 2.00650 -1.52617 -2.95304 0.068 0.025 -0.149
C -0.56998 2.82455 2.45976 -0.003 -0.036 0.040
C -3.80657 -0.99740 -0.18355 -0.001 0.010 -0.133
C -1.49880 -3.08965 -1.51999 -0.001 0.068 -0.060
C -4.97610 -1.69540 -0.41090 -0.031 -0.003 0.055
C -1.87718 -5.08117 2.82071 0.023 0.038 0.095
H 4.99380 1.63802 -5.31860 -0.005 -0.001 -0.001
H 3.14476 1.71643 1.02500 -0.446 -0.021 0.387
H 3.55913 -0.13809 -4.52945 0.004 0.008 0.003
H 2.61709 -2.19891 -3.55587 0.003 0.017 -0.022
H -0.84696 1.59146 -2.74884 0.031 0.048 -0.002
H 4.76929 1.08306 1.00602 -0.055 -0.005 0.032
H -0.03200 1.44951 3.87971 0.038 -0.028 -0.067
H 1.16315 -1.21322 -3.57529 0.059 -0.036 -0.019
H -2.60516 2.23795 3.93922 -0.014 -0.001 0.048
H 1.72198 3.88974 1.33670 -0.017 0.031 -0.003
H -1.91891 0.84009 4.77033 0.056 -0.035 -0.018
H 6.40056 1.45276 -4.27539 -0.008 0.003 0.003
H -6.79059 -2.52017 0.40133 -0.001 0.005 0.000
H -2.44114 -6.08165 1.02115 0.004 0.011 -0.008
H 2.57220 4.02230 -3.61775 -0.001 -0.011 -0.004
H 5.46924 2.94199 -4.22333 0.001 0.011 -0.002
H -3.15897 -0.74805 -1.00944 -0.200 -0.022 0.140
H -1.38535 0.18379 -1.21116 0.009 0.052 0.009
H -5.20378 -2.02427 -1.41622 -0.006 0.000 0.005
H -1.60365 -3.10144 -2.59617 0.004 0.000 0.005
H 1.62654 -2.09259 -2.10666 -0.014 0.004 -0.054
H -1.50041 -0.79963 -2.68387 0.027 -0.007 -0.006
H -6.37733 -1.66004 2.69656 0.003 -0.001 -0.010
H 0.69489 2.61466 -4.35832 0.011 0.002 0.001
H -1.54127 3.28775 2.28408 -0.026 0.005 0.023
H 0.07452 -0.44549 -1.95214 -0.074 0.015 0.079
H -1.12669 -3.86340 4.43954 -0.006 -0.008 -0.012
H 4.46844 2.72025 0.42849 -0.002 -0.066 -0.011
H 2.91704 4.51173 -1.21174 -0.015 -0.011 -0.006
H -2.15037 -5.90221 3.46987 0.005 0.009 0.000
H -4.45261 -0.06516 4.12549 -0.008 -0.005 -0.007
H -2.15749 -5.09416 -1.22284 0.013 0.016 0.001
H 5.32447 2.49319 -1.68354 -0.010 -0.004 -0.015
H 0.03939 3.52098 3.03609 -0.030 -0.026 0.081